a.
C6H11NO | wB97M-V/def2-TZVPD

## Properties
Gap between HOMO and LUMO (alpha / beta) ... 7.7 / 7.7 eV
HOMO (alpha / beta) ... -7.67 / -7.67 eV
Net charge ... 0
LUMO (alpha / beta) ... 0.0 / 0.0 eV

CARTESIAN COORDINATES (ANGSTROEM)
H1 -0.95494 0.97732 1.67534
H2 3.09049 1.51189 0.28869
H3 -2.20942 1.62259 -0.44368
C1 -1.06016 0.30238 0.82489
H4 3.32386 0.13311 -0.68770
C2 0.07528 -1.67120 -0.78452
H5 -2.34779 -0.08600 -0.87800
C3 -2.26715 0.61060 -0.04105
H6 1.32202 -1.53381 0.99020
C4 0.41270 1.34581 0.02402
N1 2.77599 0.58927 0.02762
H7 -1.16218 -0.68074 1.29218
H8 -3.19396 0.52943 0.53667
C5 0.81031 -0.89216 0.26494
C6 1.40601 0.37394 0.04410
H9 -0.66823 -2.34734 -0.35513
O1 0.24020 2.52674 0.05200
H10 -0.39878 -1.01804 -1.51486
H11 0.80575 -2.29382 -1.31573

---

b.
C6H11NO | wB97M-V/def2-TZVPD

## Properties
Gap between HOMO and LUMO ... 9.6 eV
HOMO ... -8.72 eV
SMILES ... NC1(C2(O)CC2)CC1
Net charge ... 0
LUMO ... 0.9 eV

CARTESIAN COORDINATES (ANGSTROEM)
N1 0.89547 -1.32490 1.01243
H1 -2.83876 0.42901 1.18658
H2 2.15837 0.82287 0.79541
H3 0.68136 -0.96600 1.93032
H4 1.12062 0.63595 -1.79122
H5 -2.39296 0.86166 -1.01986
C1 0.39618 -0.39997 0.03290
H6 1.44134 2.18126 -0.51049
C2 -1.04875 -0.41702 -0.23675
C3 1.61809 -0.15451 -1.00858
C4 1.42220 0.98512 0.04586
H7 1.81884 -1.91588 0.74358
O1 -1.53257 -1.47212 -0.93950
H8 2.35762 -0.98677 -1.33742
H9 -0.61348 1.62819 -0.83009
C5 -1.72439 0.49625 0.90271
C6 -1.51611 0.92655 -0.32219
H10 -0.92028 0.77898 1.54096
H11 -1.32280 -2.10866 -0.19464

---

c.
C6H11NO | wB97M-V/def2-TZVPD

## Properties
Gap between HOMO and LUMO ... 10.3 eV
HOMO ... -9.45 eV
SMILES ... [H]/N=C\[C@H](C)C(=O)CC
Net charge ... 0
LUMO ... 0.8 eV

CARTESIAN COORDINATES (ANGSTROEM)
H1 0.41857 2.73148 0.62502
N1 -0.22474 2.63130 -0.16122
O1 1.27198 0.76565 1.70375
H2 1.90547 0.92286 -0.71374
C1 -0.09885 1.58080 -0.82209
H3 1.47904 -1.44573 -1.45963
C2 0.76178 -0.64844 -1.64331
C3 -1.55757 -0.74059 1.07502
H4 -2.18239 -1.58750 1.34773
H5 0.95157 -0.24833 -2.63766
H6 0.13813 -1.41771 2.21530
H7 -1.78145 0.08615 1.74490
H8 -0.24056 -1.06911 -1.63473
H9 0.14158 -1.96252 0.52537
C4 0.91496 0.46166 -0.61326
C5 0.78012 0.06717 0.84980
H10 -1.81097 -0.43463 0.06272
H11 -0.78652 1.43328 -1.65065
C6 -0.08016 -1.12577 1.18671

---

According to the calculations, the structures order from most to least stable as c, a, b.

---

a.
C6H11NO | wB97M-V/def2-TZVPD

## Properties
Gap between HOMO and LUMO (alpha / beta) ... 7.7 / 7.0 eV
HOMO (alpha / beta) ... -8.70 / -8.44 eV
Net charge ... 0
LUMO (alpha / beta) ... -1.0 / -1.5 eV

CARTESIAN COORDINATES (ANGSTROEM)
H1 -3.27846 -1.59713 0.37796
H2 -0.60540 0.55101 1.73599
C1 -1.60260 -0.72601 0.34882
H3 -0.07096 1.63419 -1.75713
O1 -1.34121 -2.68815 -1.07480
H4 2.19715 1.13485 1.26089
H5 1.62360 1.08398 -1.82741
C2 -0.76077 -1.74378 -0.47946
H6 1.58918 -0.48819 1.59727
H7 -0.04905 -0.86594 -1.07552
H8 1.18403 2.43505 -0.80326
C3 1.80993 0.21836 0.79862
C4 -0.70231 0.56708 0.64991
H9 -1.32532 1.39359 0.30835
H10 2.60959 -0.19031 0.17779
H11 0.07709 -1.94967 0.24842
N1 -2.78722 -0.77046 0.71432
C5 0.59861 0.53769 -0.02435
C6 0.83410 1.46384 -1.17642

---

b.
C6H11NO | wB97M-V/def2-TZVPD

## Properties
Gap between HOMO and LUMO (alpha / beta) ... 7.2 / 8.4 eV
HOMO (alpha / beta) ... -7.34 / -7.67 eV
Net charge ... 0
LUMO (alpha / beta) ... -0.2 / 0.8 eV

CARTESIAN COORDINATES (ANGSTROEM)
C1 0.84638 1.41856 -0.30765
C2 -1.40127 0.22297 -0.67780
C3 -0.70212 0.75232 1.62302
H1 2.65495 0.28196 0.20939
C4 0.37721 -1.34695 0.51669
C5 1.85575 0.41430 -0.50584
O1 0.58882 -2.14194 -0.58986
H2 -0.27129 -2.15520 -1.05125
C6 -0.31437 0.41476 0.33067
H3 1.22565 -1.34666 1.19238
H4 -1.85747 1.17740 -0.97060
H5 1.10082 2.19654 0.40711
H6 -0.51876 -1.65848 1.05110
N1 -1.79523 -0.89050 -1.14538
H7 0.46014 1.88005 -1.21735
H8 -1.06707 0.00913 2.31994
H9 -0.51812 1.73324 2.03717
H10 -2.55107 -0.78026 -1.81747
H11 1.88704 -0.18126 -1.40426

---

c.
C6H11NO | wB97M-V/def2-TZVPD

## Properties
Gap between HOMO and LUMO ... 10.3 eV
HOMO ... -9.31 eV
SMILES ... C[C@H]1CC[C@]2(C)ON12
Net charge ... 0
LUMO ... 1.0 eV

CARTESIAN COORDINATES (ANGSTROEM)
H1 0.62262 1.04486 -1.97094
C1 1.36123 -0.16424 -0.33972
H2 -2.19523 -0.08100 1.71838
H3 -2.44632 1.65720 1.47556
H4 0.38182 -0.68997 -2.22913
H5 -1.17180 1.09856 2.57008
C2 -1.01009 0.24786 -0.81823
H6 -1.49289 -0.72000 -0.66193
H7 2.10601 -1.76317 0.88696
C3 -0.72507 0.88277 0.51361
H8 2.34454 0.25681 -0.58204
C4 -1.69662 0.88273 1.64320
H9 2.00172 -2.16680 -0.83559
O1 0.32228 1.79142 0.52441
C5 1.50755 -1.64827 -0.01408
C6 0.36401 0.10386 -1.48576
N1 0.87245 0.49182 0.86105
H10 0.53109 -2.09788 0.15851
H11 -1.67730 0.87346 -1.41435

---

According to the calculations, the structures order from most to least stable as c, a, b.

---

a.
C4H7NO | wB97M-V/def2-TZVPD

## Properties
Gap between HOMO and LUMO (alpha / beta) ... 7.4 / 7.4 eV
HOMO (alpha / beta) ... -7.67 / -7.67 eV
Net charge ... 0
LUMO (alpha / beta) ... -0.2 / -0.2 eV

CARTESIAN COORDINATES (ANGSTROEM)
H1 1.95545 0.34607 -0.76414
H2 0.95474 -1.03251 1.84700
C1 1.64777 -0.37132 1.27492
O1 2.71584 -0.04786 1.77232
C2 1.22732 -0.05560 -0.06518
C3 -1.05467 0.85116 -1.03738
H3 -1.86230 -1.22675 -0.32634
H4 -0.39323 1.22778 -1.82006
N1 0.04881 -0.42675 -0.56833
H5 -1.02342 -0.71512 1.26109
H6 -1.16559 1.60216 -0.25353
C4 -1.04769 -0.71139 0.16760
H7 -2.00304 0.56013 -1.48798

---

b.
C4H7NO | wB97M-V/def2-TZVPD

## Properties
Gap between HOMO and LUMO ... 10.0 eV
HOMO ... -9.16 eV
SMILES ... O=C[C@@H]1CCN1
Net charge ... 0
LUMO ... 0.8 eV

CARTESIAN COORDINATES (ANGSTROEM)
H1 1.46674 -1.30230 0.00144
H2 0.60555 -0.26067 -1.84259
H3 -0.19530 -1.84021 0.55007
C1 0.47795 -0.94238 0.33114
O1 -1.82714 0.17887 -2.21952
C2 0.56825 0.22075 1.28037
H4 -0.29167 0.37563 1.97599
H5 0.11821 2.03030 0.12612
H6 -1.84287 -0.03941 -0.15713
C3 -1.30180 0.06914 -1.14545
C4 0.10746 0.03229 -0.82548
H7 1.52346 0.36095 1.82956
N1 0.59115 1.11703 0.09550

---

c.
C4H7NO | wB97M-V/def2-TZVPD

## Properties
Gap between HOMO and LUMO ... 10.6 eV
HOMO ... -9.74 eV
SMILES ... CC(C)=NC=O
Net charge ... 0
LUMO ... 0.9 eV

CARTESIAN COORDINATES (ANGSTROEM)
C1 -0.27101 1.23089 -0.34257
H1 -1.43582 -1.96923 0.15788
H2 -1.71172 -0.76679 1.42947
H3 2.74062 -0.91716 -0.81603
C2 2.14950 -0.38174 -0.05091
H4 -0.85208 1.33284 -1.26890
H5 -0.81530 1.78206 0.43270
C3 -1.49786 -0.89953 0.36253
H6 -2.32999 -0.46034 -0.19570
C4 -0.19017 -0.22609 0.03741
O1 2.62701 0.50590 0.61743
N1 0.87692 -0.91927 0.10491
H7 0.70988 1.68847 -0.46823

---

According to the calculations, the structures order from most to least stable as c, b, a.

---

a.
C4H7NO | wB97M-V/def2-TZVPD

## Properties
Gap between HOMO and LUMO ... 11.7 eV
HOMO ... -10.83 eV
SMILES ... CCOCC#N
Net charge ... 0
LUMO ... 0.9 eV

CARTESIAN COORDINATES (ANGSTROEM)
H1 1.72745 0.34003 -0.12013
H2 -0.19113 0.02568 2.26098
H3 0.35695 0.07124 -2.19727
C1 0.72854 0.33302 0.34380
H4 -0.89066 -1.19207 -2.05424
C2 0.80707 -0.01167 1.81633
C3 -1.53065 0.74885 -1.56756
N1 -2.35234 1.56184 -1.53670
O1 -0.07905 -0.65259 -0.29025
H5 1.45361 0.69920 2.34099
H6 0.28479 1.33041 0.20292
C4 -0.47700 -0.29794 -1.57841
H7 1.20916 -1.01939 1.95759

---

b.
C4H7NO | wB97M-V/def2-TZVPD

## Properties
Gap between HOMO and LUMO ... 10.5 eV
HOMO ... -9.62 eV
SMILES ... CC(=O)[C@H]1CN1
Net charge ... 0
LUMO ... 0.9 eV

CARTESIAN COORDINATES (ANGSTROEM)
H1 1.30464 -1.50003 0.86255
H2 -2.50564 -0.26392 -0.79752
C1 -0.42413 -0.61629 -0.54310
H3 1.72844 1.28342 1.53713
H4 1.00517 1.10467 -0.48857
C2 -1.56295 0.22513 -1.05060
C3 0.79429 0.12833 -0.09446
H5 0.27093 0.27452 2.04354
H6 -1.50756 0.33885 -2.13797
H7 -1.51632 1.21939 -0.59766
C4 1.07973 0.42359 1.34812
O1 -0.48579 -1.82976 -0.47658
N1 1.78991 -0.62493 0.64898

---

c.
C4H7NO | wB97M-V/def2-TZVPD

## Properties
Gap between HOMO and LUMO ... 9.4 eV
HOMO ... -8.47 eV
SMILES ... O=CCN1CC1
Net charge ... 0
LUMO ... 0.9 eV

CARTESIAN COORDINATES (ANGSTROEM)
H1 1.26078 0.58341 -2.17311
N1 0.29450 0.28729 -0.25180
C1 -0.85683 0.68947 0.44028
C2 0.81021 -0.11748 -1.46816
H2 -0.55469 1.40889 1.21563
O1 -2.74617 -0.41081 1.43801
H3 -1.52950 1.20074 -0.25202
H4 2.26078 0.52704 0.42538
H5 -0.95685 -1.35892 1.29350
C3 -1.58653 -0.45715 1.11228
C4 1.56929 -0.20833 -0.04528
H6 1.79517 -1.23110 0.26309
H7 0.23982 -0.91305 -1.99781

---

According to the calculations, the structures order from most to least stable as a, b, c.